{
  "formula": "C47H68F4N18O3P",
  "method": "ωB97M-V with the def2-TZVPD basis set",
  "symbols": ["C", "C", "O", "C", "C", "C", "N", "C", "C", "P", "C", "C", "C", "C", "O", "O", "C", "F", "F", "C", "F", "F", "H", "H", "H", "H", "H", "H", "H", "H", "H", "H", "H", "H", "H", "H", "H", "H", "H", "C", "C", "N", "H", "H", "H", "C", "C", "N", "H", "H", "H", "C", "C", "N", "H", "H", "H", "C", "C", "N", "H", "H", "H", "C", "C", "N", "H", "H", "H", "C", "C", "N", "H", "H", "H", "C", "C", "N", "H", "H", "H", "C", "C", "N", "H", "H", "H", "C", "C", "N", "H", "H", "H", "C", "C", "N", "H", "H", "H", "C", "C", "N", "H", "H", "H", "C", "C", "N", "H", "H", "H", "C", "C", "N", "H", "H", "H", "C", "C", "N", "H", "H", "H", "C", "C", "N", "H", "H", "H", "C", "C", "N", "H", "H", "H", "C", "C", "N", "H", "H", "H"],
  "coordinates": [[1.930, -3.726, 2.499], [2.335, -4.629, 1.277], [3.614, -5.217, 1.552], [2.242, -3.916, -0.118], [3.508, -3.122, -0.522], [4.759, -3.801, -0.810], [5.894, -3.148, -1.209], [5.880, -1.781, -1.318], [4.686, -0.970, -1.048], [4.778, 0.905, -1.222], [4.755, 1.517, 0.581], [6.469, 1.425, -1.844], [3.441, -1.648, -0.651], [2.113, -0.864, -0.393], [1.234, -1.009, -1.184], [2.104, -0.037, 0.716], [0.845, 0.508, 0.996], [0.399, 1.370, 0.027], [1.033, 1.309, 2.106], [-0.257, -0.542, 1.416], [-0.114, -0.934, 2.735], [-1.519, 0.032, 1.339], [1.096, -3.035, 2.215], [2.851, -3.147, 2.796], [1.647, -4.375, 3.380], [1.593, -5.480, 1.252], [3.739, -5.210, 2.516], [2.054, -4.669, -0.930], [1.331, -3.263, -0.095], [4.752, -4.910, -0.707], [6.741, -3.693, -1.393], [6.834, -1.314, -1.652], [3.794, 2.030, 0.811], [5.666, 2.138, 0.765], [4.852, 0.614, 1.249], [6.560, 1.404, -2.956], [6.709, 2.446, -1.438], [7.243, 0.741, -1.414], [-0.275, -1.463, 0.790], [7.064, -2.092, 2.393], [7.548, -1.153, 1.356], [7.924, -0.436, 0.542], [6.810, -3.048, 1.935], [7.838, -2.251, 3.142], [6.178, -1.682, 2.878], [2.494, -2.183, -4.485], [3.766, -1.430, -4.405], [4.749, -0.842, -4.342], [2.381, -2.609, -5.481], [2.493, -2.988, -3.751], [1.656, -1.516, -4.284], [7.071, -6.137, 2.604], [7.556, -5.186, 3.636], [7.930, -4.441, 4.425], [7.280, -7.159, 2.910], [5.996, -6.020, 2.469], [7.571, -5.940, 1.659], [-4.034, 1.624, 3.045], [-5.497, 1.571, 3.267], [-6.631, 1.529, 3.439], [-3.512, 1.537, 3.998], [-3.727, 0.806, 2.393], [-3.767, 2.571, 2.578], [-2.113, 2.538, -2.106], [-2.410, 2.662, -3.551], [-2.639, 2.757, -4.671], [-2.338, 3.478, -1.596], [-2.717, 1.742, -1.670], [-1.058, 2.302, -1.964], [-4.661, 4.896, -6.868], [-5.476, 6.089, -7.194], [-6.107, 7.013, -7.447], [-4.169, 5.034, -5.906], [-5.299, 4.014, -6.817], [-3.904, 4.743, -7.635], [-1.723, -4.035, 4.245], [-0.504, -4.873, 4.236], [0.445, -5.520, 4.229], [-1.507, -3.062, 3.805], [-2.508, -4.519, 3.667], [-2.069, -3.894, 5.269], [10.000, 2.601, 1.617], [8.537, 2.542, 1.836], [7.404, 2.497, 2.005], [10.521, 2.490, 2.567], [10.304, 1.797, 0.947], [10.269, 3.558, 1.171], [-8.989, 3.430, 1.481], [-9.839, 4.587, 1.119], [-10.497, 5.483, 0.839], [-8.515, 3.605, 2.446], [-9.598, 2.528, 1.544], [-8.217, 3.286, 0.726], [7.982, -10.024, 0.993], [7.188, -8.806, 0.712], [6.571, -7.863, 0.494], [8.449, -9.943, 1.975], [7.335, -10.899, 0.977], [8.759, -10.140, 0.238], [-0.917, 4.733, 1.688], [-1.724, 5.019, 0.478], [-2.347, 5.239, -0.459], [-0.046, 4.135, 1.420], [-0.582, 5.668, 2.138], [-1.517, 4.184, 2.413], [1.181, -5.547, -7.189], [2.448, -4.785, -7.095], [3.431, -4.196, -7.022], [1.077, -5.970, -8.188], [1.180, -6.355, -6.459], [0.337, -4.886, -6.993], [-6.372, 4.676, 6.271], [-5.143, 3.849, 6.270], [-4.193, 3.207, 6.269], [-6.165, 5.648, 5.825], [-7.152, 4.178, 5.696], [-6.720, 4.819, 7.294], [-5.810, -1.515, 1.740], [-4.585, -2.348, 1.738], [-3.639, -2.998, 1.737], [-5.598, -0.543, 1.294], [-6.593, -2.007, 1.165], [-6.157, -1.368, 2.762], [-12.855, 7.978, -0.109], [-13.703, 9.162, 0.159], [-14.363, 10.078, 0.366], [-12.456, 8.028, -1.122], [-12.027, 7.945, 0.598], [-13.447, 7.069, -0.005], [-17.582, 7.348, 1.064], [-16.366, 6.503, 1.063], [-15.422, 5.852, 1.063], [-17.358, 8.317, 0.619], [-18.370, 6.863, 0.488], [-17.928, 7.497, 2.086], [7.203, -0.146, -7.248], [8.641, -0.025, -6.915], [9.754, 0.069, -6.655], [6.631, -0.358, -6.344], [6.843, 0.785, -7.685], [7.053, -0.955, -7.962]],
  "forces_ev_per_a": [[0.955, -0.020, -0.464], [-1.332, -0.496, 1.222], [0.049, 0.432, -0.308], [0.706, -0.384, -0.219], [0.627, 1.728, -0.408], [-1.933, 0.205, 0.369], [-2.047, 1.186, 0.550], [-1.124, 0.484, -0.064], [0.890, -1.561, 0.498], [-0.723, 0.728, -0.029], [0.480, -1.126, 0.068], [0.773, -0.806, 0.467], [2.892, -1.071, 0.328], [1.733, -0.734, -0.933], [-0.405, 0.313, 0.608], [-0.929, -0.786, -0.970], [-0.717, 2.000, 1.666], [0.586, -1.453, 0.713], [0.108, -0.954, -1.186], [-1.467, -0.743, 0.271], [0.414, 0.669, -1.435], [1.559, -0.199, -0.148], [0.668, -0.596, 0.514], [-0.930, -0.103, -0.359], [0.478, 1.026, -1.395], [0.547, 0.860, -0.166], [-0.216, -0.047, -0.485], [0.199, 0.529, 0.787], [0.945, -0.518, -0.090], [0.411, 1.063, -0.127], [-0.353, 0.378, 0.004], [-1.013, -0.418, 0.394], [0.885, -0.253, -0.286], [-1.034, -0.391, -0.126], [-0.122, 0.991, -0.463], [-0.385, 0.070, 0.915], [-0.521, -0.935, -0.439], [-0.438, 0.719, -0.355], [0.144, 0.755, 0.331], [0.188, 0.535, -0.385], [-0.239, -0.454, 0.570], [0.070, -0.109, -0.027], [0.032, 0.034, 0.009], [-0.052, -0.027, -0.046], [0.050, 0.022, -0.022], [0.346, 0.387, 0.026], [-0.651, -0.391, -0.111], [0.099, -0.035, 0.109], [0.137, 0.040, 0.049], [0.038, 0.040, -0.024], [0.093, 0.022, 0.054], [0.275, 0.713, 0.728], [-0.221, -0.529, -0.393], [-0.029, 0.010, -0.049], [0.000, 0.105, 0.037], [0.078, -0.065, -0.058], [-0.012, -0.025, 0.083], [-0.504, -0.068, 0.130], [0.782, 0.120, -0.036], [-0.050, 0.001, -0.054], [-0.103, 0.051, 0.008], [-0.039, 0.028, 0.016], [-0.071, -0.025, 0.015], [-0.159, 0.062, -0.534], [0.159, -0.079, 0.747], [-0.030, 0.009, -0.061], [0.014, -0.211, -0.248], [0.020, -0.001, -0.076], [-0.041, 0.003, -0.064], [-0.321, 0.495, -0.106], [0.406, -0.607, 0.147], [-0.022, 0.032, -0.004], [-0.019, -0.029, -0.058], [0.026, 0.056, 0.004], [-0.040, 0.024, 0.040], [0.458, -0.351, 0.042], [-0.793, 0.178, 0.240], [-0.481, -0.308, 0.281], [-0.009, -0.071, -0.020], [0.079, 0.055, -0.028], [0.085, -0.042, -0.021], [-0.535, -0.040, 0.075], [0.763, 0.047, -0.109], [0.137, 0.077, 0.103], [-0.061, 0.014, -0.030], [-0.081, 0.015, 0.028], [-0.049, -0.035, 0.033], [-0.342, 0.466, -0.126], [0.428, -0.608, 0.161], [-0.021, 0.093, -0.015], [-0.030, -0.038, -0.049], [0.014, 0.063, 0.014], [-0.047, 0.038, 0.024], [-0.305, 0.455, -0.094], [0.336, -0.691, -0.001], [-0.021, -0.166, -0.268], [-0.032, 0.017, -0.045], [0.001, 0.073, -0.004], [-0.053, 0.042, 0.023], [-0.302, 0.119, -0.484], [0.390, -0.033, 0.627], [0.029, 0.078, 0.198], [-0.051, 0.030, -0.016], [-0.039, -0.034, -0.043], [0.016, 0.043, -0.029], [0.486, 0.281, 0.028], [-0.590, -0.432, -0.116], [-0.045, 0.004, 0.067], [0.033, 0.042, 0.044], [0.035, 0.042, -0.039], [0.057, -0.008, -0.026], [0.447, -0.303, 0.002], [-0.638, 0.401, 0.000], [0.055, -0.051, -0.128], [0.023, -0.056, 0.029], [0.072, -0.026, 0.025], [0.047, -0.025, -0.042], [0.460, -0.379, 0.016], [-0.629, 0.388, -0.022], [0.087, 0.068, -0.004], [-0.012, -0.061, 0.010], [0.069, -0.004, 0.018], [0.031, 0.009, -0.050], [-0.301, 0.448, 0.085], [0.395, -0.611, -0.153], [-0.064, -0.016, 0.016], [-0.020, 0.054, 0.054], [-0.056, -0.030, -0.038], [0.020, 0.060, 0.065], [0.440, -0.291, -0.022], [-0.604, 0.459, 0.005], [0.031, -0.027, -0.019], [0.057, -0.055, 0.035], [0.064, -0.010, 0.027], [0.051, -0.023, -0.041], [0.516, 0.035, 0.149], [-0.728, -0.054, -0.183], [0.026, -0.011, 0.055], [0.033, 0.014, -0.032], [0.057, -0.034, 0.021], [0.044, 0.036, 0.033]],
  "charge": 1,
  "lumo_energy_ev": -4.11
}